1.
Computed, not measured: a single C2H6O2S3 molecule in a non-equilibrium geometry, with ωB97M-V/def2-TZVPD.

Last column: Löwdin charge in e.
Cartesian coordinates (Å):
C  0.0741  -1.1706  1.1102  -0.157
C  1.1642  -0.1707  0.7848  -0.362
O  1.7765  1.6814  -0.9696  -0.450
O  -0.6600  1.2652  -0.3983  -0.792
S  -2.0981  1.0154  -1.1841  0.432
S  -2.1183  -0.7383  -1.9629  0.086
S  0.8599  0.5776  -0.8677  0.883
H  -0.1581  -1.7762  0.2338  0.051
H  0.3859  -1.8434  1.9089  0.078
H  -0.8344  -0.6598  1.4263  0.070
H  2.1372  -0.6533  0.6879  0.090
H  1.2372  0.6364  1.5096  0.096
H  -1.7661  1.8363  -2.2787  -0.025

Output
* molecular weight: 158.3 g/mol
* charge: 0
* LUMO: 0.08 eV
* frontier orbital gap: 8.930 eV

2.
Computed, not measured: a single H5N3P2 molecule in a non-equilibrium geometry, with ωB97M-V/def2-TZVPD.

Last column: Löwdin charge in e.
Cartesian coordinates (Å):
H  -3.1746  -0.3308  2.8073  -0.154
P  -3.0330  -0.4724  1.2888  0.620
N  -1.4544  -0.1809  1.1677  -0.454
N  -0.8115  0.0006  0.0494  -0.304
N  0.5202  0.3297  0.1362  -0.348
P  1.4156  -0.6706  -1.0202  0.760
H  -1.1453  -0.5140  -0.7798  0.102
H  0.9027  0.3495  1.0466  0.049
H  2.5302  0.1781  -1.0671  -0.119
H  0.7812  -0.2149  -2.1249  -0.152

Output
* molecular weight: 109.0 g/mol
* charge: 0
* LUMO (spin up / spin down): 0.25 / 0.25 eV
* frontier orbital gap (spin up / spin down): 7.801 / 7.800 eV
* structure (SMILES): [H]/P=N/NNP

3.
Computed, not measured: a 7-piece molecular cluster, C42H101O24P3 overall in a non-equilibrium geometry, with ωB97M-V/def2-TZVPD.

Last column: Löwdin spin population.
Cartesian coordinates (Å):
C  2.2175  -2.4534  -3.7756  0.000
O  1.5837  -3.6963  -3.5736  0.000
C  1.8354  -4.2881  -2.2950  0.000
C  3.2941  -4.8669  -2.2332  0.000
O  3.6361  -5.9966  -2.9145  0.000
C  3.3325  -6.2218  -4.3087  0.000
C  3.3295  -7.7456  -4.4606  0.000
O  4.6981  -8.1969  -4.6920  0.000
C  4.7407  -9.5425  -5.0967  0.000
H  1.7836  -2.0535  -4.6920  0.000
H  3.3060  -2.4439  -3.8323  0.000
H  1.8035  -1.8169  -2.9936  0.000
H  1.0842  -5.0711  -2.1911  0.000
H  1.5668  -3.5877  -1.5042  0.000
H  3.7324  -5.0232  -1.2475  0.000
H  3.9375  -4.0882  -2.6428  0.000
H  3.9646  -5.6697  -5.0042  0.000
H  2.3194  -5.9514  -4.6063  0.000
H  2.7480  -8.2013  -5.2620  0.000
H  2.9038  -8.2889  -3.6170  0.000
H  5.7632  -9.8405  -5.3283  0.000
H  4.1575  -9.7533  -5.9932  0.000
H  4.3148  -10.1658  -4.3105  0.000
C  7.0347  -1.8089  -2.1220  0.052
O  6.6861  -0.6912  -2.8478  0.336
C  7.5480  -0.1289  -3.7691  0.110
C  7.6745  -0.9751  -5.0627  0.100
O  6.5143  -1.0500  -5.8171  0.259
C  6.2193  0.0214  -6.7548  0.023
C  4.7870  -0.0781  -7.2085  -0.001
O  3.8502  0.1922  -6.1743  0.005
C  2.4550  0.3601  -6.5584  0.000
H  7.8544  -1.6837  -1.4145  0.023
H  7.5105  -2.5939  -2.7098  0.023
H  6.0959  -2.1618  -1.6951  0.000
H  8.5708  -0.1098  -3.3927  0.023
H  7.0257  0.8202  -3.8903  0.005
H  7.9203  -2.0097  -4.8234  0.006
H  8.5944  -0.7109  -5.5843  0.013
H  6.9855  0.1064  -7.5254  0.009
H  6.2810  1.0244  -6.3326  0.012
H  4.5975  -1.0520  -7.6598  0.000
H  4.6301  0.7316  -7.9211  0.000
H  1.7950  0.5123  -5.7044  0.000
H  2.0410  -0.5276  -7.0367  0.000
H  2.3310  1.2151  -7.2230  0.000
C  -5.7526  -2.3120  -2.6273  0.000
O  -5.7000  -0.8928  -2.3605  0.000
C  -5.7488  -0.5763  -0.9864  0.000
C  -7.1481  -0.8607  -0.3739  0.000
O  -6.9125  -2.1424  0.2924  0.000
C  -8.1385  -2.6306  0.9036  0.000
C  -8.6022  -2.1201  2.2285  0.000
O  -9.2862  -0.8315  1.9899  0.000
C  -10.5202  -0.8337  1.2422  0.000
H  -5.4133  -2.4219  -3.6572  0.000
H  -6.7152  -2.8215  -2.5836  0.000
H  -4.9949  -2.7388  -1.9703  0.000
H  -5.4450  0.4704  -1.0024  0.000
H  -4.9708  -1.1157  -0.4461  0.000
H  -7.8207  -0.8912  -1.2311  0.000
H  -7.5027  -0.2332  0.4438  0.000
H  -7.7878  -3.5914  1.2805  0.000
H  -8.9732  -2.7883  0.2205  0.000
H  -7.7984  -2.0490  2.9613  0.000
H  -9.4447  -2.7112  2.5875  0.000
H  -11.1383  0.0528  1.3840  0.000
H  -11.1602  -1.6218  1.6388  0.000
H  -10.3592  -0.9843  0.1747  0.000
C  5.9228  0.5629  5.2183  0.000
O  6.1917  1.9795  5.2264  0.000
C  6.5981  2.5512  3.9459  0.000
C  5.5281  2.4340  2.8442  0.000
O  6.1683  1.8432  1.6517  0.000
C  6.0108  2.5841  0.3985  0.000
C  6.6950  3.8818  0.2956  0.000
O  5.8058  4.9738  0.0959  0.000
C  6.5059  6.0673  -0.4787  0.000
H  5.0541  0.4173  4.5762  0.000
H  5.5962  0.4039  6.2460  0.000
H  6.8211  -0.0404  5.0873  0.000
H  7.4405  2.0043  3.5225  0.000
H  6.7797  3.6246  3.9998  0.000
H  5.0750  3.4153  2.7030  0.000
H  4.6128  1.8937  3.0859  0.000
H  4.9610  2.6716  0.1186  0.000
H  6.4014  1.9887  -0.4267  0.000
H  7.3079  3.8011  -0.6022  0.000
H  7.4198  4.0514  1.0918  0.000
H  6.7816  5.8216  -1.5042  0.000
H  7.4387  6.3313  0.0196  0.000
H  5.8515  6.9371  -0.5359  0.000
C  -0.6932  -0.3239  7.6533  0.000
C  -1.6535  0.7771  7.1784  0.000
O  -2.4273  0.2956  6.0916  0.000
P  -1.9530  0.6147  4.5668  0.000
O  -1.6177  2.0202  4.2442  0.000
O  -0.7100  -0.4143  4.2713  0.000
C  0.4183  -0.1484  3.4489  0.000
C  1.4586  -0.9756  4.0112  0.000
O  -3.1976  0.0262  3.6304  0.000
C  -3.5253  -1.3934  3.5098  0.000
C  -4.2924  -1.6243  2.2008  0.000
H  -0.0850  -0.3445  6.7490  0.000
H  -0.0570  -0.0946  8.5082  0.000
H  -1.2941  -1.2333  7.6581  0.000
H  -2.3410  1.1360  7.9443  0.000
H  -1.0544  1.5882  6.7644  0.000
H  0.2561  -0.2453  2.3754  0.000
H  0.6936  0.9002  3.5615  0.000
H  1.4871  -0.6600  5.0541  0.000
H  1.0680  -1.9918  3.9574  0.000
H  2.3849  -0.7573  3.4796  0.000
H  -2.5713  -1.9165  3.4430  0.000
H  -4.1509  -1.8261  4.2905  0.000
H  -4.3077  -2.7124  2.1392  0.000
H  -5.3147  -1.2471  2.1775  0.000
H  -3.8536  -1.2389  1.2804  0.000
C  1.5908  3.4856  -2.9012  0.000
C  2.4703  2.6076  -1.9609  0.000
O  2.0173  1.2658  -1.7072  0.000
P  1.1593  1.1380  -0.2925  0.000
O  0.2612  2.2436  0.0878  0.000
O  0.3588  -0.2553  -0.6759  0.000
C  -0.7806  -0.1551  -1.5106  0.000
C  -1.9893  -0.2299  -0.6348  0.000
O  2.3678  0.8859  0.7906  0.000
C  3.3705  -0.1360  0.6176  0.000
C  2.8618  -1.4891  0.0655  0.000
H  1.4391  2.9087  -3.8135  0.000
H  0.5778  3.6463  -2.5323  0.000
H  2.0487  4.4282  -3.2010  0.000
H  3.5156  2.5474  -2.2639  0.000
H  2.4355  3.1850  -1.0370  0.000
H  -0.8637  0.7886  -2.0499  0.000
H  -0.7098  -0.7933  -2.3914  0.000
H  -1.7365  -0.8929  0.1927  0.000
H  -2.3252  0.7023  -0.1806  0.000
H  -2.7967  -0.6269  -1.2500  0.000
H  4.1267  0.3533  0.0037  0.000
H  3.8601  -0.2818  1.5804  0.000
H  3.6603  -2.1873  -0.1857  0.000
H  2.2747  -2.0427  0.7983  0.000
H  2.3727  -1.3973  -0.9043  0.000
C  -8.1685  6.7459  0.7999  0.000
C  -7.1670  6.6496  1.9390  0.000
O  -6.4276  5.4436  1.9781  0.000
P  -7.1087  4.0824  2.5254  0.000
O  -8.6100  4.0612  2.2508  0.000
O  -6.6309  4.0725  4.1102  0.000
C  -7.0564  3.0073  4.9460  0.000
C  -6.5633  1.6052  4.5733  0.000
O  -6.1877  2.9356  1.7088  0.000
C  -4.7747  2.8876  1.9501  0.000
C  -3.9845  3.1042  0.6161  0.000
H  -8.9170  5.9595  0.8977  0.000
H  -8.8253  7.6133  0.8657  0.000
H  -7.6703  6.6892  -0.1679  0.000
H  -6.5379  7.5277  1.7931  0.000
H  -7.6451  6.7890  2.9086  0.000
H  -6.7734  3.3230  5.9502  0.000
H  -8.1417  3.0291  5.0454  0.000
H  -7.1024  1.1233  3.7576  0.000
H  -5.5128  1.7199  4.3061  0.000
H  -6.6787  0.9375  5.4271  0.000
H  -4.5100  3.6631  2.6689  0.000
H  -4.7138  1.9202  2.4488  0.000
H  -4.0624  2.1434  0.1074  0.000
H  -4.2287  3.9724  0.0039  0.000
H  -2.9248  3.0921  0.8709  0.000

Output
* 2S+1: 2
* molecular weight: 1083.2 g/mol
* <S²>: 0.7558
* charge: +1
* LUMO (spin up / spin down): -2.67 / -8.76 eV
* frontier orbital gap (spin up / spin down): 7.582 / 1.487 eV

4.
Computed, not measured: a single C4H12N2O molecule in a non-equilibrium geometry, with ωB97M-V/def2-TZVPD.

Last column: Löwdin charge in e.
Cartesian coordinates (Å):
N  2.4705  0.4763  0.1034  -0.009
C  1.6073  0.4620  1.3204  -0.271
C  0.1756  0.7889  0.9245  -0.183
C  -0.3657  -0.2242  -0.0821  -0.400
N  -0.5865  -1.5187  0.5566  0.058
C  -1.6268  0.3154  -0.7648  -0.201
O  -1.6438  -0.2503  -2.1010  -0.088
H  3.2896  1.0510  0.2758  0.055
H  2.8937  -0.4363  -0.0397  0.062
H  1.6384  -0.4861  1.8501  0.098
H  2.0207  1.2206  1.9837  0.101
H  -0.4253  0.7156  1.8359  0.114
H  0.1098  1.8044  0.5386  0.107
H  0.3400  -0.3324  -0.8687  0.117
H  -1.5217  -1.6237  0.9162  0.068
H  -0.3367  -2.2784  -0.0555  0.072
H  -2.5192  -0.0443  -0.2869  0.106
H  -1.5926  1.4030  -0.8603  0.114
H  -2.4497  0.0234  -2.5632  0.081

Output
* molecular weight: 104.2 g/mol
* charge: 0
* LUMO: 1.04 eV
* frontier orbital gap: 10.054 eV
* structure (SMILES): NCC[C@@H](N)CO